Computed, not measured: an isolated molecule of C5H14N2O, with the ωB97M-V functional and the def2-TZVPD basis.

As for the spin multiplicity: 1. As for the total charge: 0. Its gap between HOMO and LUMO is 10.005 eV. The SMILES is C[C@@H](N)CNCCO. The calculation puts the total energy at -383.63381 hartree. The value obtained for the HOMO energy is -0.331 Ha. The energy relative to the best compared isomer or geometry (same formula, charge and spin) comes out at 42.0 kcal/mol. For the LUMO energy, the calculation gives 1.010 eV.

Positions of all 22 atoms, in Å:
C 1.83244 -0.15344 -1.68933
C 1.73148 -0.07126 -0.17540
N 3.01010 0.26798 0.44897
C 0.70124 0.97403 0.25831
N -0.66989 0.55208 -0.08197
C -1.58549 0.39453 1.05062
C -2.48044 -0.83873 0.85642
O -2.75363 -1.08101 -0.52324
H 2.46982 -1.00211 -1.95666
H 0.85449 -0.40051 -2.11167
H 2.27162 0.75409 -2.10488
H 1.39110 -1.05328 0.15941
H 3.51640 0.94262 -0.10471
H 3.61130 -0.51384 0.65382
H 0.92841 1.90441 -0.27310
H 0.83036 1.16712 1.32148
H -1.07143 1.20272 -0.72199
H -1.01774 0.26970 1.96660
H -2.22384 1.26955 1.20111
H -2.05199 -1.73409 1.30674
H -3.46010 -0.74188 1.32197
H -1.89029 -1.04219 -0.96041

Atoms 1-6, force components in eV/Å:
0.0 -0.8 0.0
0.2 0.2 -0.1
-0.2 0.1 0.4
-0.2 -0.2 -0.5
0.4 -0.1 0.8
-0.4 -0.2 0.0

Atom charges from the Mulliken analysis, given in e for atoms 1 to 2:
1 C -1.357
2 C 0.445